DFT (ωB97M-V/def2-TZVPD) results for C6H3NO in the gas phase at a distorted geometry.

As for the LUMO energy: 0.01 eV. The HOMO energy comes out at -0.38697 Ha. Its spin multiplicity is 1.

Each atom is followed by the atoms it is bonded to, with distances in Å.
CARTESIAN COORDINATES (ANGSTROEM)
1 C -2.56601 0.01629 -0.60277  C2 1.243, H9 1.143
2 C -1.47552 0.31233 -0.08441  C1 1.243, C3 1.538
3 C -0.05272 0.11212 0.46530  C2 1.538, O4 1.336, C5 1.434, C7 1.496
4 O 0.24703 -0.25346 1.71488  C3 1.336, H10 1.128
5 C 0.82265 -0.62012 -0.40356  C3 1.434, C6 1.225
6 C 1.89675 -1.06805 -0.78758  C5 1.225, H11 1.239
7 C 0.61130 1.43508 0.25148  C3 1.496, N8 1.247
8 N 1.08788 2.50163 -0.18446  C7 1.247
9 H -3.69945 0.14541 -0.68104  C1 1.143
10 H 0.29009 -1.36683 1.89146  O4 1.128
11 H 2.83799 -1.21440 -1.57929  C6 1.239